Arrangement w

{"formula": "CH4N4", "method": "ωB97M-V/def2-TZVPD", "homo_energy_ev": [-6.8, -7.5], "symbols": ["C", "N", "N", "N", "N", "H", "H", "H", "H"], "positions_angstrom": [[0.226, -1.246, -0.153], [0.669, 0.920, 0.254], [-0.783, 0.789, 0.129], [1.132, -0.352, 0.365], [-1.290, -0.389, 0.143], [0.222, -2.257, 0.108], [0.040, -1.002, -1.197], [1.033, 1.855, 0.224], [-1.250, 1.681, 0.127]]}

---

Arrangement x

{"formula": "CH4N4", "method": "ωB97M-V/def2-TZVPD", "homo_energy_ev": -10.1, "symbols": ["C", "N", "N", "N", "N", "H", "H", "H", "H"], "positions_angstrom": [[-0.840, 0.690, 0.780], [2.038, -1.745, -1.326], [1.379, -0.848, -1.263], [-1.279, -0.412, 1.239], [0.937, 0.253, -1.285], [0.133, 1.331, 1.012], [-1.586, 1.191, 0.129], [-0.745, -0.898, 2.022], [-0.037, 0.439, -1.309]]}

---

Arrangement y

{"formula": "CH4N4", "method": "ωB97M-V/def2-TZVPD", "homo_energy_ev": [-7.9, -8.4], "symbols": ["C", "N", "N", "N", "N", "H", "H", "H", "H"], "positions_angstrom": [[-2.176, 0.710, -0.130], [-1.961, -0.459, 0.223], [-0.662, -0.835, -0.007], [0.069, 0.427, 0.235], [1.395, 0.170, 0.031], [-3.014, 1.329, -0.291], [-0.198, -1.562, 0.661], [1.746, -0.432, -0.693], [1.947, 0.103, 0.879]]}

---

So which one wins? Going from most stable to least: arrangement x, arrangement w, arrangement y.

---

Arrangement w

{"formula": "C19H20N4O4", "method": "ωB97M-V/def2-TZVPD", "smiles": "Cc1cc(NC(=O)COC(=O)c2c(C)nn(Cc3ccccc3)c2C)no1", "homo_energy_ev": -9.3, "symbols": ["C", "C", "C", "C", "N", "C", "O", "C", "O", "C", "O", "C", "C", "C", "N", "N", "C", "C", "C", "C", "C", "C", "C", "C", "C", "N", "O", "H", "H", "H", "H", "H", "H", "H", "H", "H", "H", "H", "H", "H", "H", "H", "H", "H", "H", "H", "H"], "positions_angstrom": [[-6.730, 3.140, 0.587], [-5.524, 2.307, 0.365], [-5.349, 0.957, 0.265], [-3.952, 0.822, 0.057], [-3.206, -0.320, -0.116], [-3.674, -1.595, -0.186], [-4.833, -1.915, -0.080], [-2.567, -2.621, -0.425], [-1.314, -1.999, -0.636], [-0.268, -2.407, 0.146], [-0.367, -3.323, 0.924], [0.915, -1.602, -0.069], [2.168, -1.810, 0.578], [2.528, -2.879, 1.537], [3.024, -0.887, 0.204], [2.381, -0.086, -0.653], [3.063, 1.045, -1.246], [4.348, 1.311, -0.509], [4.329, 2.016, 0.687], [5.502, 2.244, 1.382], [6.705, 1.770, 0.888], [6.730, 1.065, -0.303], [5.556, 0.835, -0.997], [1.111, -0.468, -0.864], [0.208, 0.268, -1.784], [-3.363, 1.996, 0.035], [-4.336, 2.923, 0.228], [-7.606, 2.504, 0.658], [-6.856, 3.842, -0.236], [-6.624, 3.715, 1.505], [-6.067, 0.170, 0.324], [-2.211, -0.177, -0.239], [-2.502, -3.292, 0.442], [-2.831, -3.220, -1.303], [2.405, -3.855, 1.071], [3.557, -2.748, 1.856], [1.863, -2.846, 2.398], [3.270, 0.828, -2.301], [2.404, 1.917, -1.189], [3.391, 2.384, 1.076], [5.478, 2.792, 2.312], [7.622, 1.948, 1.431], [7.666, 0.690, -0.691], [5.578, 0.279, -1.924], [-0.596, -0.382, -2.114], [0.756, 0.620, -2.656], [-0.228, 1.136, -1.284]]}

---

Arrangement x

{"formula": "C19H20N4O4", "method": "ωB97M-V/def2-TZVPD", "smiles": "COCc1cc(C)nc(OCC(=O)N/N=C/c2cccc(OC)c2)c1C#N", "homo_energy_ev": -8.3, "symbols": ["C", "O", "C", "C", "C", "C", "C", "N", "C", "O", "C", "C", "O", "N", "N", "C", "C", "C", "C", "C", "C", "O", "C", "C", "C", "C", "N", "H", "H", "H", "H", "H", "H", "H", "H", "H", "H", "H", "H", "H", "H", "H", "H", "H", "H", "H", "H"], "positions_angstrom": [[-0.783, 5.672, 0.381], [0.248, 6.134, -0.456], [0.215, 5.595, -1.750], [0.571, 4.130, -1.823], [-0.075, 3.284, -2.718], [0.277, 1.945, -2.775], [-0.399, 0.974, -3.684], [1.227, 1.440, -1.986], [1.856, 2.219, -1.125], [2.805, 1.718, -0.334], [3.266, 0.391, -0.541], [2.421, -0.690, 0.165], [2.868, -1.353, 1.074], [1.187, -0.807, -0.384], [0.151, -1.617, -0.066], [0.195, -2.465, 0.887], [-0.957, -3.302, 1.165], [-2.127, -3.207, 0.413], [-3.202, -4.024, 0.710], [-3.126, -4.935, 1.745], [-1.959, -5.041, 2.507], [-1.986, -5.968, 3.503], [-0.842, -6.125, 4.308], [-0.879, -4.222, 2.212], [1.567, 3.599, -1.003], [2.307, 4.371, -0.080], [2.953, 4.952, 0.667], [-1.768, 5.921, -0.033], [-0.730, 4.588, 0.537], [-0.648, 6.177, 1.335], [0.956, 6.167, -2.319], [-0.774, 5.749, -2.210], [-0.851, 3.668, -3.361], [0.331, 0.292, -4.113], [-1.112, 0.378, -3.114], [-0.931, 1.489, -4.478], [3.314, 0.171, -1.613], [4.266, 0.368, -0.102], [0.973, -0.172, -1.162], [1.064, -2.607, 1.525], [-2.171, -2.492, -0.392], [-4.110, -3.954, 0.130], [-3.956, -5.580, 1.989], [0.025, -6.438, 3.717], [-0.601, -5.204, 4.849], [-1.091, -6.907, 5.023], [0.036, -4.279, 2.781]]}

---

So which one wins? Going from most stable to least: arrangement w, arrangement x.

---

Arrangement w

{"formula": "C3H5F", "method": "ωB97M-V/def2-TZVPD", "smiles": "C/C=C\\F", "homo_energy_ev": -8.7, "symbols": ["C", "C", "C", "F", "H", "H", "H", "H", "H"], "positions_angstrom": [[1.104, -0.372, 0.250], [-0.225, 0.067, 0.509], [-1.133, 0.322, -0.563], [-0.975, 0.949, -1.654], [1.386, -0.366, -0.819], [1.365, -1.501, 0.510], [1.652, 0.508, 0.817], [-1.083, -0.016, 1.395], [-2.092, 0.408, -0.445]]}

---

Arrangement x

{"formula": "C3H5F", "method": "ωB97M-V/def2-TZVPD", "homo_energy_ev": -9.1, "symbols": ["C", "C", "C", "H", "H", "H", "H", "H", "F"], "positions_angstrom": [[1.109, -0.284, -0.011], [-0.497, -0.627, 0.136], [-1.242, 0.556, -0.104], [1.568, 0.120, 1.187], [1.152, 0.772, -0.904], [1.602, -1.192, -0.528], [-2.283, 0.876, 0.187], [-0.616, 1.559, 0.073], [-0.793, -1.781, -0.036]]}

---

So which one wins? Going from most stable to least: arrangement w, arrangement x.

---

Arrangement w

{"formula": "C3H3N3S", "method": "ωB97M-V/def2-TZVPD", "smiles": "C1=NC=NSC=N1", "homo_energy_ev": -9.0, "symbols": ["C", "N", "C", "N", "S", "C", "N", "H", "H", "H"], "positions_angstrom": [[-0.791, -1.005, 1.264], [-0.251, -1.674, 0.366], [0.317, -1.397, -0.921], [0.903, -0.310, -1.353], [0.878, 1.261, -0.441], [-0.748, 1.287, 0.481], [-1.367, 0.284, 1.146], [-0.507, -1.678, 2.108], [0.122, -2.217, -1.633], [-1.320, 2.294, 0.525]]}

---

Arrangement x

{"formula": "C3H3N3S", "method": "ωB97M-V/def2-TZVPD", "smiles": "[H]/N=C(\\C#N)NC=S", "homo_energy_ev": -9.2, "symbols": ["H", "N", "C", "C", "N", "N", "C", "S", "H", "H"], "positions_angstrom": [[0.155, -2.301, 0.917], [0.037, -1.279, 1.073], [0.129, -0.693, -0.038], [0.388, -1.388, -1.296], [0.653, -1.925, -2.328], [-0.058, 0.684, -0.236], [-0.284, 1.579, 0.779], [-0.605, 3.158, 0.516], [-0.056, 1.036, -1.158], [-0.360, 1.128, 1.771]]}

---

Arrangement y

{"formula": "C3H3N3S", "method": "ωB97M-V/def2-TZVPD", "homo_energy_ev": -8.8, "symbols": ["C", "C", "C", "N", "N", "N", "S", "H", "H", "H"], "positions_angstrom": [[-0.530, 0.152, -0.155], [-0.608, -1.202, -0.183], [-1.575, 1.189, -0.034], [0.894, 0.029, -0.275], [-0.562, -2.405, -0.247], [1.613, 1.049, -0.180], [-3.151, 0.838, 0.110], [2.566, 0.828, -0.268], [-0.477, -2.986, 0.570], [-1.062, 2.220, 0.130]]}

---

Arrangement z

{"formula": "C3H3N3S", "method": "ωB97M-V/def2-TZVPD", "smiles": "S/C=C1/N=CN=N1", "homo_energy_ev": -9.4, "symbols": ["S", "C", "C", "N", "C", "N", "N", "H", "H", "H"], "positions_angstrom": [[-2.766, -0.300, 0.008], [-1.361, 0.679, -0.004], [-0.085, 0.230, -0.054], [1.044, 1.007, -0.026], [1.988, 0.107, 0.024], [1.520, -1.222, 0.011], [0.244, -1.151, -0.055], [-2.105, -1.463, 0.002], [-1.509, 1.739, -0.017], [3.030, 0.375, 0.111]]}

---

So which one wins? Going from most stable to least: arrangement x, arrangement z, arrangement w, arrangement y.